# 1
This record from the Open Molecules 2025 dataset describes a structure of composition C31H56MnN3O3P2 at a distorted geometry. The level of theory is the ωB97M-V functional and the def2-TZVPD basis.

```
96
Properties=species:S:1:pos:R:3:mulliken_spin:R:1
C -1.565 -0.412 -2.357 0.0487
C -0.242 -2.258 -1.766 0.1202
C -1.852 -0.970 -3.601 0.0098
C -0.290 -2.714 -3.115 0.0073
C -1.129 -2.092 -4.022 -0.0021
H -2.594 -0.474 -4.221 0.0004
H 0.318 -3.577 -3.386 0.0003
H -1.257 -2.450 -5.041 -0.0001
N -0.740 -0.991 -1.479 -0.0524
P -1.299 2.074 -0.930 0.1245
P 0.144 -2.489 1.008 0.1029
C -2.213 0.946 -2.030 -0.0411
H -2.408 1.485 -2.971 -0.0035
H -3.201 0.790 -1.565 -0.0009
C 0.223 -3.070 -0.695 -0.0547
H 0.709 -4.010 -0.996 -0.0015
C 1.766 -2.304 2.203 -0.0344
C -1.044 -3.900 1.506 0.0563
C -0.093 3.030 -2.078 -0.0129
C -2.619 3.320 -0.347 0.0390
C 2.108 -0.837 2.517 0.1435
H 1.275 -0.318 3.007 -0.0299
H 2.965 -0.817 3.211 0.0017
H 2.393 -0.266 1.622 -0.0196
C 1.533 -2.975 3.560 0.0032
H 0.729 -2.470 4.113 0.0000
H 1.320 -4.048 3.491 -0.0003
H 2.448 -2.857 4.164 -0.0004
C 2.962 -2.905 1.475 0.0291
H 3.816 -2.974 2.169 -0.0001
H 2.779 -3.908 1.073 -0.0003
H 3.283 -2.264 0.648 -0.0147
C -1.611 -3.654 2.903 0.0049
H -2.165 -2.704 2.948 -0.0002
H -2.310 -4.478 3.116 -0.0003
H -0.845 -3.648 3.685 -0.0010
C -2.245 -3.923 0.535 0.0073
H -2.654 -2.914 0.387 0.0035
H -1.984 -4.346 -0.446 0.0011
H -3.051 -4.538 0.976 0.0002
C -0.286 -5.228 1.431 0.0017
H 0.123 -5.410 0.427 0.0000
H 0.540 -5.293 2.153 0.0006
H -0.992 -6.043 1.665 -0.0003
C -1.923 4.507 0.339 0.0075
H -2.703 5.204 0.686 -0.0002
H -1.362 4.163 1.221 -0.0002
H -1.254 5.068 -0.327 0.0015
C -3.524 2.641 0.682 0.0119
H -3.975 1.717 0.305 0.0015
H -2.982 2.433 1.610 0.0011
H -4.341 3.340 0.921 -0.0007
C -3.537 3.799 -1.477 0.0015
H -4.076 2.965 -1.944 -0.0002
H -4.282 4.469 -1.025 -0.0004
H -3.028 4.372 -2.254 0.0010
C 0.533 2.014 -3.038 0.0238
H -0.196 1.643 -3.770 0.0021
H 1.342 2.499 -3.603 0.0006
H 0.967 1.160 -2.507 0.0056
C 0.995 3.675 -1.204 0.0094
H 1.626 2.919 -0.738 0.0005
H 1.649 4.298 -1.837 0.0007
H 0.594 4.295 -0.394 0.0000
C -0.741 4.134 -2.920 0.0013
H -1.540 3.752 -3.568 -0.0004
H -1.112 4.973 -2.318 0.0010
H 0.038 4.545 -3.582 0.0002
Mn -0.193 0.098 0.316 4.1347
C -1.874 -0.397 0.912 0.0857
O -2.847 -0.469 1.568 0.0245
N 2.245 1.055 -0.257 0.0870
C 3.192 0.949 -0.936 0.0128
C 4.138 0.130 -1.834 0.0065
C 3.698 -1.325 -1.749 0.0034
C 4.028 0.578 -3.288 0.0018
C 5.562 0.257 -1.320 0.0021
H 3.918 -1.709 -0.750 -0.0019
H 2.618 -1.431 -1.952 0.0064
H 4.245 -1.965 -2.459 -0.0010
H 4.142 1.666 -3.378 -0.0003
H 4.816 0.095 -3.898 0.0001
H 3.058 0.276 -3.712 -0.0004
H 6.247 -0.317 -1.964 0.0000
H 5.889 1.302 -1.309 -0.0005
H 5.644 -0.160 -0.305 0.0004
N -2.384 1.914 4.952 0.0004
C -1.378 0.974 4.391 0.0048
C -0.923 1.665 3.101 0.0297
O -1.225 2.872 2.996 0.0139
O -0.318 0.964 2.222 0.0847
H -2.157 2.843 4.520 0.0003
H -2.364 1.933 5.976 0.0000
H -3.329 1.630 4.675 0.0001
H -0.536 0.878 5.078 -0.0001
H -1.825 -0.003 4.203 0.0003
```

Its energy relative to the best compared isomer or geometry (same formula, charge and spin) is 3.9 kcal per mole. The HOMO energy (alpha / beta) comes out at -0.31290 / -0.31197 Eh. The total energy comes out at -93559.8712 eV. The HOMO-LUMO gap (alpha / beta) comes out at 5.76 / 5.70 eV. Its spin multiplicity is 6. As for the total charge: +1. The value obtained for the molar mass is 635.7 Da.

# 2
This record from the Open Molecules 2025 dataset describes a structure of composition C31H57AsNPSi3Zn. The level of theory is the ωB97M-V functional and the def2-TZVPD basis.

```
95
Properties=species:S:1:pos:R:3:mulliken_charge:R:1
Zn 0.660 -0.150 0.278 0.8760
C 0.323 -0.038 2.299 -0.8427
Si -1.154 -1.099 2.466 -1.7528
C -0.891 -2.508 1.213 -1.0230
N -0.385 -2.056 -0.110 1.4578
C -1.484 -1.785 -1.054 0.1456
C -2.223 -3.030 -1.535 -0.9658
C -1.245 -4.043 -2.124 -0.7774
C -0.122 -4.332 -1.129 -0.7693
C 0.551 -3.033 -0.709 -0.4637
C -1.434 -2.010 4.090 0.8333
C -0.350 -2.642 4.709 -0.5846
C -0.504 -3.348 5.893 -0.7004
C -1.755 -3.432 6.490 -0.4875
C -2.843 -2.809 5.898 -0.7035
C -2.681 -2.106 4.710 -0.1768
C -2.733 -0.121 2.121 1.1407
C -2.856 1.171 2.645 -0.3892
C -4.025 1.907 2.497 -0.6971
C -5.106 1.363 1.816 -0.5390
C -5.010 0.081 1.289 -0.7144
C -3.838 -0.648 1.447 -0.2382
H 1.194 -0.461 2.810 0.6341
H 0.176 0.975 2.678 0.6077
H -1.743 -3.189 1.120 0.3618
H -0.099 -3.104 1.681 0.7253
H -1.044 -1.272 -1.918 0.4538
H -2.163 -1.081 -0.574 -0.9805
H -2.966 -2.728 -2.277 0.4488
H -2.778 -3.487 -0.710 0.2993
H -0.809 -3.631 -3.041 0.2969
H -1.763 -4.961 -2.405 0.4553
H 0.627 -4.990 -1.573 0.4918
H -0.521 -4.851 -0.252 0.2816
H 0.996 -2.552 -1.582 -0.5407
H 1.362 -3.202 0.000 0.5577
H 0.639 -2.573 4.266 0.2607
H 0.352 -3.826 6.354 0.4047
H -1.879 -3.979 7.416 0.3729
H -3.820 -2.867 6.361 0.3958
H -3.542 -1.619 4.263 0.2812
H -2.027 1.606 3.193 0.4330
H -4.094 2.903 2.919 0.4266
H -6.019 1.933 1.698 0.3855
H -5.851 -0.353 0.761 0.4471
H -3.794 -1.657 1.046 0.3009
C 2.563 0.807 -4.188 -1.0719
Si 3.331 -0.416 -2.976 0.4206
C 2.820 -2.121 -3.589 -1.1275
C 5.189 -0.256 -3.200 -1.1281
As 2.879 -0.285 -0.695 -0.3209
Si 3.915 1.691 -0.023 0.5288
C 3.410 2.022 1.756 -1.0129
C 5.786 1.524 -0.025 -1.1445
C 3.523 3.214 -1.066 -0.8184
H 3.029 0.660 -5.168 0.4988
H 2.725 1.847 -3.897 0.2696
H 1.491 0.649 -4.306 0.2244
H 3.234 -2.286 -4.588 0.4151
H 1.733 -2.212 -3.668 0.1715
H 3.186 -2.914 -2.935 0.3124
H 5.468 -0.540 -4.219 0.3618
H 5.736 -0.891 -2.502 0.3318
H 5.516 0.775 -3.044 0.2350
H 3.890 1.293 2.414 0.3050
H 2.333 1.941 1.914 -0.0055
H 3.735 3.019 2.068 0.4293
H 6.090 0.603 0.477 0.2916
H 6.227 2.368 0.514 0.3390
H 6.209 1.515 -1.031 0.2920
H 2.469 3.494 -1.034 0.0774
H 3.795 3.050 -2.112 0.2366
H 4.106 4.067 -0.705 0.4643
C -3.155 1.261 -2.144 -1.2716
C -2.511 2.024 -0.987 -0.0430
P -0.714 1.722 -0.748 1.3353
C 0.015 2.146 -2.371 0.2705
C -0.366 3.438 -3.084 -1.5980
C -0.249 3.018 0.471 0.4301
C -0.604 4.484 0.239 -1.4882
H -4.192 1.578 -2.265 0.4619
H -3.163 0.185 -1.972 0.0708
H -2.643 1.444 -3.090 0.2912
H -3.007 1.781 -0.047 -0.5796
H -2.647 3.096 -1.146 0.5881
H -0.240 1.286 -3.000 0.4365
H 1.094 2.066 -2.230 -0.3276
H -1.447 3.546 -3.189 0.2947
H 0.065 3.448 -4.088 0.4379
H 0.006 4.318 -2.564 0.2536
H 0.827 2.903 0.626 -0.4273
H -0.709 2.669 1.400 -0.1785
H -0.051 4.913 -0.594 0.2510
H -0.356 5.067 1.128 0.4630
H -1.668 4.624 0.047 0.3243
```

The HOMO energy comes out at -0.25402 Eh. The total energy comes out at -176744.8451 eV. The HOMO-LUMO gap comes out at 7.48 eV. The value obtained for the molar mass is 699.3 Da.

# 3
This record from the Open Molecules 2025 dataset describes a structure of composition C31H57CaN2O2P2 at a distorted geometry. The level of theory is the ωB97M-V functional and the def2-TZVPD basis.

```
95
Properties=species:S:1:pos:R:3:mulliken_charge:R:1
C 2.186 -1.417 -0.752 -0.4454
C 1.237 0.538 -1.650 -0.1464
C 3.177 -1.462 -1.738 -0.9737
C 2.079 0.416 -2.774 -0.7258
C 3.075 -0.526 -2.808 -1.1590
H 3.952 -2.200 -1.691 0.5652
H 1.935 1.127 -3.586 0.4246
H 3.772 -0.572 -3.623 0.4855
N 1.286 -0.437 -0.624 1.5493
P 0.459 -2.832 0.969 0.1307
P -0.101 2.465 -0.001 0.4434
C 2.175 -2.594 0.240 -1.5148
H 2.484 -3.551 -0.227 0.6779
H 2.875 -2.409 1.079 0.7407
C -2.720 -0.235 3.124 0.2972
O -3.502 -0.390 3.953 -0.1527
C 0.392 1.657 -1.488 -0.7005
H 0.188 2.272 -2.453 0.0739
C -1.738 3.483 -0.188 2.2605
C 1.399 3.602 0.095 1.8740
C -0.446 -3.895 -0.346 2.2085
C 0.747 -3.731 2.671 2.1113
C -2.883 2.683 0.451 -1.8057
H -2.665 2.447 1.493 0.2311
H -3.781 3.309 0.425 0.5530
H -3.100 1.760 -0.084 0.2690
C -1.635 4.841 0.525 -1.8604
H -1.382 4.703 1.593 0.2779
H -0.929 5.525 0.068 0.2469
H -2.628 5.312 0.490 0.5953
C -2.050 3.726 -1.673 -1.5293
H -2.985 4.299 -1.736 0.6146
H -1.274 4.290 -2.207 0.2022
H -2.221 2.745 -2.192 0.0443
C 1.391 4.254 1.489 -1.4401
H 1.032 3.570 2.272 -0.0709
H 2.426 4.541 1.750 0.4770
H 0.777 5.162 1.517 0.2965
C 2.670 2.731 -0.026 -1.8717
H 2.676 1.900 0.684 0.0249
H 2.789 2.323 -1.037 0.3518
H 3.530 3.371 0.185 0.7833
C 1.365 4.631 -1.048 -1.4495
H 0.890 4.275 -1.974 0.0451
H 0.866 5.566 -0.750 0.3489
H 2.392 4.880 -1.300 0.4746
C -0.648 -4.024 3.214 -1.7788
H -0.503 -4.407 4.222 0.5374
H -1.273 -3.123 3.288 0.1926
H -1.193 -4.777 2.643 0.2698
C 1.495 -2.739 3.555 -2.0060
H 2.517 -2.556 3.223 0.3427
H 0.983 -1.776 3.661 0.2483
H 1.543 -3.189 4.543 0.6511
C 1.588 -4.990 2.500 -1.6924
H 2.515 -4.825 1.935 0.2461
H 1.854 -5.302 3.500 0.5635
H 1.036 -5.816 2.041 0.3467
C 0.007 -3.511 -1.764 -1.6671
H 1.057 -3.772 -1.966 0.3058
H -0.625 -4.070 -2.473 0.6315
H -0.144 -2.434 -1.949 -0.0192
C -1.952 -3.617 -0.168 -1.5468
H -2.191 -2.590 -0.527 0.0901
H -2.493 -4.321 -0.791 0.5396
H -2.286 -3.708 0.855 0.2424
C -0.156 -5.399 -0.137 -1.8735
H 0.936 -5.630 -0.175 0.2993
H -0.591 -5.788 0.799 0.3215
H -0.634 -5.940 -0.974 0.5454
Ca -0.567 -0.177 0.998 1.4516
N -1.882 -0.151 -0.874 -0.7478
C -1.719 0.289 -1.979 -0.5526
C -1.994 0.331 -3.423 3.1080
C -1.335 1.405 -4.291 -1.7833
C -1.521 -1.005 -3.944 -2.0035
C -3.516 0.473 -3.430 -1.6470
H -1.557 2.420 -3.975 0.3485
H -0.265 1.269 -4.361 0.2065
H -1.744 1.302 -5.331 0.5374
H -1.887 -1.816 -3.308 0.4375
H -1.883 -1.194 -4.959 0.5429
H -0.434 -1.050 -3.964 0.2833
H -3.891 1.163 -4.200 0.3754
H -3.972 -0.512 -3.582 0.4531
H -3.895 0.847 -2.456 0.2692
C 1.787 1.826 4.640 -1.3692
C 0.519 1.248 4.031 -0.3543
O 0.836 0.583 2.722 -0.0054
H 2.505 1.038 4.894 0.3832
H 1.507 2.320 5.571 0.4368
H 2.253 2.558 3.999 0.3055
H 0.058 0.466 4.644 0.3712
H -0.232 1.986 3.795 0.3086
H 1.805 0.535 2.629 0.0211
```

Its energy relative to the best compared isomer or geometry (same formula, charge and spin) is 15.0 kcal per mole. The HOMO energy comes out at -0.31505 Eh. The total energy comes out at -77159.2967 eV. The HOMO-LUMO gap comes out at 6.03 eV. As for the total charge: +1. The value obtained for the molar mass is 591.8 Da.

> The lowest molar mass belongs to which entry?

C31H57CaN2O2P2